Below is a 9-piece molecular cluster, C38H81BrFN2O9P overall, with properties calculated with ωB97M-V/def2-TZVPD.

Last columns: bonded neighbours and bond lengths (Å).
CARTESIAN COORDINATES (ANGSTROEM)
1 C -2.83 -0.35 2.47  C2 1.528, H21 1.087, H22 1.085, H23 1.079
2 C -3.48 -0.79 1.17  C1 1.528, C3 1.536, H24 1.086, H25 1.085
3 C -2.63 -1.59 0.17  C2 1.536, F4 1.396, C5 1.509, H26 1.088
4 F -2.34 -0.83 -0.96  C3 1.396
5 C -1.38 -2.27 0.69  C3 1.509, C6 1.414, C16 1.391
6 C -1.60 -3.60 1.12  C5 1.414, C7 1.367, H27 1.077
7 C -0.57 -4.39 1.56  C6 1.367, C8 1.407, H28 1.077
8 C 0.74 -3.88 1.56  C7 1.407, N9 1.365, C15 1.411
9 N 1.75 -4.71 1.95  C8 1.365, C10 1.303
10 C 2.95 -4.19 1.87  N9 1.303, P11 1.820, C13 1.406
11 P 4.37 -5.21 2.38  C10 1.820, O12 1.479, H29 1.406, H30 1.412
12 O 5.29 -4.54 3.32  P11 1.479
13 C 3.20 -2.88 1.42  C10 1.406, N14 1.299, H31 1.080
14 N 2.25 -2.08 1.05  C13 1.299, C15 1.365
15 C 0.97 -2.56 1.12  C8 1.411, N14 1.365, C16 1.430
16 C -0.11 -1.72 0.71  C5 1.391, C15 1.430, C17 1.515
17 C 0.11 -0.29 0.25  C16 1.515, C18 1.523, H32 1.082, H33 1.089
18 C 1.20 0.55 0.91  C17 1.523, C19 1.529, Br20 1.950, H34 1.075
19 C 1.14 1.99 0.41  C18 1.529, H35 1.083, H36 1.085, H37 1.085
20 Br 1.10 0.57 2.86  C18 1.950
21 H -3.26 0.61 2.77  C1 1.087
22 H -3.02 -1.04 3.29  C1 1.085
23 H -1.77 -0.18 2.40  C1 1.079
24 H -4.31 -1.45 1.43  C2 1.086
25 H -3.93 0.03 0.62  C2 1.085
26 H -3.27 -2.39 -0.20  C3 1.088
27 H -2.60 -4.01 1.07  C6 1.077
28 H -0.75 -5.40 1.89  C7 1.077
29 H 3.80 -6.40 2.86  P11 1.406
30 H 4.99 -5.54 1.15  P11 1.412
31 H 4.22 -2.53 1.39  C13 1.080
32 H -0.82 0.25 0.36  C17 1.082
33 H 0.34 -0.26 -0.81  C17 1.089
34 H 2.19 0.19 0.68  C18 1.075
35 H 2.06 2.47 0.70  C19 1.083
36 H 1.06 1.97 -0.67  C19 1.085
37 H 0.33 2.55 0.88  C19 1.085
38 C 2.65 7.00 1.13  C39 1.520, H42 1.093, H43 1.090, H44 1.090
39 C 2.97 5.67 0.49  C38 1.520, C40 1.520, O41 1.428, H45 1.092
40 C 3.99 5.81 -0.63  C39 1.520, H46 1.090, H47 1.092, H48 1.091
41 O 1.78 5.06 -0.01  C39 1.428, H49 0.963
42 H 2.22 7.69 0.40  C38 1.093
43 H 1.91 6.87 1.93  C38 1.090
44 H 3.54 7.46 1.56  C38 1.090
45 H 3.35 4.98 1.25  C39 1.092
46 H 3.61 6.46 -1.41  C40 1.090
47 H 4.22 4.84 -1.07  C40 1.092
48 H 4.92 6.24 -0.25  C40 1.091
49 H 1.41 5.64 -0.69  O41 0.963
50 C 5.00 -0.21 2.57  C51 1.521, H54 1.094, H55 1.088, H56 1.092
51 C 5.30 0.10 1.11  C50 1.521, C52 1.521, O53 1.429, H57 1.092
52 C 6.79 0.25 0.86  C51 1.521, H58 1.093, H59 1.091, H60 1.091
53 O 4.61 1.28 0.70  C51 1.429, H61 0.963
54 H 5.34 0.61 3.21  C50 1.094
55 H 3.92 -0.30 2.71  C50 1.088
56 H 5.48 -1.13 2.89  C50 1.092
57 H 4.91 -0.70 0.48  C51 1.092
58 H 7.19 1.08 1.45  C52 1.093
59 H 6.99 0.47 -0.19  C52 1.091
60 H 7.33 -0.65 1.14  C52 1.091
61 H 4.92 2.01 1.24  O53 0.963
62 C 1.08 6.58 6.35  C63 1.521, H66 1.094, H67 1.090, H68 1.091
63 C 1.57 6.34 4.93  C62 1.521, C64 1.521, O65 1.428, H69 1.091
64 C 2.08 4.92 4.75  C63 1.521, H70 1.094, H71 1.091, H72 1.091
65 O 2.60 7.28 4.60  C63 1.428, H73 0.963
66 H 1.89 6.44 7.06  C62 1.094
67 H 0.72 7.61 6.46  C62 1.090
68 H 0.27 5.90 6.61  C62 1.091
69 H 0.76 6.53 4.23  C63 1.091
70 H 2.93 4.73 5.41  C64 1.094
71 H 2.43 4.77 3.72  C64 1.091
72 H 1.31 4.19 4.96  C64 1.091
73 H 3.33 7.15 5.20  O65 0.963
74 C -3.95 -5.62 -3.24  C75 1.520, H78 1.094, H79 1.089, H80 1.090
75 C -3.28 -4.57 -2.36  C74 1.520, C76 1.519, O77 1.430, H81 1.092
76 C -3.03 -3.27 -3.11  C75 1.519, H82 1.094, H83 1.090, H84 1.091
77 O -2.04 -5.07 -1.85  C75 1.430, H85 0.963
78 H -3.31 -5.87 -4.09  C74 1.094
79 H -4.11 -6.54 -2.68  C74 1.089
80 H -4.91 -5.27 -3.61  C74 1.090
81 H -3.91 -4.37 -1.50  C75 1.092
82 H -2.35 -3.43 -3.94  C76 1.094
83 H -2.57 -2.54 -2.44  C76 1.090
84 H -3.96 -2.84 -3.50  C76 1.091
85 H -1.48 -5.28 -2.61  O77 0.963
86 C 1.48 0.19 -3.69  C87 1.521, H90 1.094, H91 1.090, H92 1.091
87 C 1.24 -1.29 -3.98  C86 1.521, C88 1.520, O89 1.428, H93 1.091
88 C 0.78 -2.03 -2.74  C87 1.520, H94 1.095, H95 1.091, H96 1.092
89 O 2.42 -1.88 -4.51  C87 1.428, H97 0.963
90 H 2.27 0.30 -2.94  C86 1.094
91 H 1.81 0.71 -4.59  C86 1.090
92 H 0.58 0.67 -3.31  C86 1.091
93 H 0.48 -1.38 -4.77  C87 1.091
94 H 1.55 -1.98 -1.96  C88 1.095
95 H 0.61 -3.09 -2.96  C88 1.091
96 H -0.14 -1.61 -2.34  C88 1.092
97 H 3.11 -1.81 -3.84  O89 0.963
98 C -7.06 -3.17 3.35  C99 1.521, H102 1.094, H103 1.091, H104 1.091
99 C -7.39 -3.43 1.89  C98 1.521, C100 1.521, O101 1.428, H105 1.090
100 C -7.86 -4.86 1.66  C99 1.521, H106 1.094, H107 1.090, H108 1.091
101 O -6.25 -3.15 1.07  C99 1.428, H109 0.963
102 H -6.25 -3.83 3.68  C98 1.094
103 H -6.72 -2.15 3.49  C98 1.091
104 H -7.93 -3.35 3.99  C98 1.091
105 H -8.16 -2.74 1.56  C99 1.090
106 H -7.08 -5.57 1.95  C100 1.094
107 H -8.09 -5.03 0.61  C100 1.090
108 H -8.75 -5.08 2.26  C100 1.091
109 H -5.55 -3.76 1.34  O101 0.963
110 C 5.47 10.72 -0.41  C111 1.521, H114 1.093, H115 1.090, H116 1.091
111 C 5.79 9.39 -1.08  C110 1.521, C112 1.521, O113 1.427, H117 1.091
112 C 6.84 9.55 -2.17  C111 1.521, H118 1.093, H119 1.090, H120 1.091
113 O 4.61 8.81 -1.62  C111 1.427, H121 0.963
114 H 5.07 11.43 -1.14  C110 1.093
115 H 4.72 10.58 0.37  C110 1.090
116 H 6.36 11.16 0.05  C110 1.091
117 H 6.15 8.68 -0.33  C111 1.091
118 H 6.48 10.22 -2.95  C112 1.093
119 H 7.06 8.59 -2.63  C112 1.090
120 H 7.77 9.96 -1.76  C112 1.091
121 H 4.26 9.42 -2.29  O113 0.963
122 C -8.70 -6.77 -5.14  C123 1.521, H126 1.093, H127 1.090, H128 1.091
123 C -7.23 -7.12 -5.27  C122 1.521, C124 1.521, O125 1.427, H129 1.091
124 C -6.99 -8.15 -6.36  C123 1.521, H130 1.093, H131 1.090, H132 1.091
125 O -6.73 -7.60 -4.02  C123 1.427, H133 0.963
126 H -9.29 -7.65 -4.88  C122 1.093
127 H -8.85 -6.02 -4.36  C122 1.090
128 H -9.10 -6.37 -6.08  C122 1.091
129 H -6.66 -6.22 -5.49  C123 1.091
130 H -7.52 -9.08 -6.13  C124 1.093
131 H -5.93 -8.39 -6.44  C124 1.090
132 H -7.34 -7.79 -7.33  C124 1.091
133 H -7.21 -8.40 -3.79  O125 0.963

The calculation puts the HOMO energy at -8.9837 eV.